# 1
{
  "formula": "C6H10N3",
  "method": "wB97M-V/def2-TZVPD",
  "symbols": ["C", "C", "C", "C", "C", "C", "N", "N", "N", "H", "H", "H", "H", "H", "H", "H", "H", "H", "H"],
  "xyz": [[2.15, 0.24, -0.21], [1.78, -1.06, -0.15], [0.05, 0.16, 0.34], [-3.20, 0.30, -0.50], [1.01, 2.43, 0.18], [-0.34, -2.28, 0.38], [-2.56, 0.81, 0.39], [1.04, 0.99, 0.09], [0.45, -1.09, 0.19], [3.09, 0.69, -0.46], [2.35, -1.96, -0.31], [-4.28, 0.50, -0.51], [-2.91, -0.34, -1.33], [1.58, 2.76, 1.04], [1.44, 2.87, -0.72], [-0.03, 2.75, 0.29], [-0.78, -2.28, 1.38], [-1.14, -2.33, -0.36], [0.29, -3.16, 0.27]],
  "lowdin_charge": [-0.003, -0.003, 0.075, -0.138, 0.012, 0.011, 0.152, -0.102, -0.101, 0.140, 0.138, 0.103, 0.087, 0.111, 0.109, 0.099, 0.110, 0.095, 0.105],
  "orbital_gap_ha": [0.2797, 0.3506],
  "total_energy_ev": -10843.5531,
  "charge": 1,
  "homo_ev": [-13.69, -14.09],
  "e_above_lowest_kcal_mol": 108.61
}

# 2
{
  "formula": "C5H12O2",
  "method": "wB97M-V/def2-TZVPD",
  "symbols": ["C", "C", "C", "O", "C", "C", "O", "H", "H", "H", "H", "H", "H", "H", "H", "H", "H", "H", "H"],
  "xyz": [[-1.17, 1.75, 1.47], [-1.42, 0.60, 0.51], [-0.28, 0.30, -0.45], [1.11, 0.00, 0.62], [-0.17, -0.86, -1.22], [2.13, -0.77, -0.71], [-0.73, -2.03, -0.65], [-0.37, 1.51, 2.18], [-0.86, 2.66, 0.93], [-2.08, 2.00, 2.04], [-1.72, -0.31, 1.04], [-2.28, 0.85, -0.14], [0.06, 1.19, -0.97], [0.76, -0.81, 1.04], [-0.16, -0.82, -2.31], [2.76, -1.27, 0.03], [2.00, -1.42, -1.57], [2.54, 0.18, -1.02], [-0.10, -2.75, -0.81]],
  "lowdin_charge": [-0.110, -0.231, -0.218, -0.154, -0.286, 0.055, -0.058, 0.066, 0.075, 0.070, 0.113, 0.121, 0.136, 0.075, 0.113, 0.052, 0.033, 0.063, 0.085],
  "orbital_gap_ha": [0.2719, 0.2718],
  "total_energy_ev": -9469.0761,
  "charge": 0,
  "homo_ev": [-6.66, -6.66],
  "e_above_lowest_kcal_mol": 139.74
}

# 3
{
  "formula": "C20H45FNO17P3S",
  "method": "wB97M-V/def2-TZVPD",
  "symbols": ["C", "C", "C", "F", "C", "C", "O", "C", "C", "O", "O", "S", "O", "O", "O", "C", "N", "P", "O", "O", "O", "H", "H", "H", "H", "H", "H", "H", "H", "H", "H", "H", "H", "H", "H", "H", "O", "P", "O", "C", "C", "O", "C", "C", "O", "C", "C", "H", "H", "H", "H", "H", "H", "H", "H", "H", "H", "H", "H", "H", "H", "H", "O", "P", "O", "C", "C", "O", "C", "C", "O", "C", "C", "H", "H", "H", "H", "H", "H", "H", "H", "H", "H", "H", "H", "H", "H", "H"],
  "xyz": [[6.30, -2.43, -3.41], [6.85, -1.36, -4.52], [5.89, -1.24, -5.88], [5.25, -2.57, -6.24], [4.76, -0.03, -5.76], [5.24, 1.08, -6.91], [6.17, 2.09, -6.36], [7.51, 1.99, -6.97], [8.70, 0.97, -6.45], [7.78, 2.83, -8.01], [4.80, 0.83, -4.54], [3.42, 1.88, -4.51], [3.60, 3.31, -5.14], [2.82, 2.23, -3.13], [2.50, 0.89, -5.60], [3.17, -0.43, -5.85], [2.78, -0.65, -7.33], [2.36, -1.52, -4.52], [3.18, -2.80, -4.11], [0.85, -2.13, -5.24], [1.88, -0.68, -3.06], [7.26, -2.88, -2.87], [5.66, -1.93, -2.54], [5.73, -3.36, -3.86], [7.89, -1.78, -4.91], [7.09, -0.32, -4.03], [6.66, -1.04, -6.77], [4.30, 1.71, -7.31], [5.66, 0.55, -7.89], [8.64, -0.07, -7.00], [8.58, 0.87, -5.27], [9.77, 1.45, -6.67], [2.10, -1.44, -7.42], [3.63, -0.99, -7.88], [0.97, -3.13, -5.37], [2.74, -0.33, -2.65], [-0.94, -4.47, 0.60], [-1.34, -2.99, 0.83], [-0.29, -2.39, -0.31], [-0.63, -2.54, -1.68], [-1.55, -1.42, -2.12], [-0.32, -2.80, 2.13], [-0.27, -3.80, 3.13], [1.05, -4.54, 3.05], [-1.78, -1.34, 1.08], [-2.31, -0.95, 2.34], [-1.34, 0.02, 2.99], [-1.08, -3.52, -1.86], [0.30, -2.49, -2.25], [-2.52, -1.50, -1.61], [-1.72, -1.46, -3.20], [-1.13, -0.45, -1.86], [-1.12, -4.49, 3.05], [-0.36, -3.30, 4.10], [1.19, -5.00, 2.07], [1.10, -5.32, 3.81], [1.88, -3.85, 3.20], [-2.49, -1.82, 2.97], [-3.27, -0.45, 2.16], [-0.37, -0.45, 3.17], [-1.73, 0.38, 3.94], [-1.15, 0.87, 2.33], [-4.76, 1.01, 6.73], [-5.67, 2.00, 5.97], [-4.64, 3.29, 6.13], [-3.48, 3.33, 5.32], [-3.81, 3.93, 3.97], [-6.59, 2.35, 7.31], [-7.05, 1.28, 8.13], [-6.31, 1.32, 9.46], [-6.68, 3.12, 5.12], [-8.08, 2.88, 5.09], [-8.78, 4.01, 5.83], [-3.04, 2.33, 5.22], [-2.74, 3.96, 5.83], [-4.48, 3.27, 3.41], [-2.90, 4.07, 3.38], [-4.32, 4.89, 4.08], [-6.92, 0.31, 7.64], [-8.12, 1.43, 8.30], [-5.23, 1.25, 9.31], [-6.64, 0.51, 10.11], [-6.49, 2.28, 9.97], [-8.33, 1.90, 5.52], [-8.40, 2.87, 4.04], [-8.48, 4.04, 6.88], [-9.86, 3.89, 5.79], [-8.51, 4.98, 5.40]],
  "lowdin_charge": [-0.132, -0.181, -0.121, -0.091, -0.241, -0.098, -0.091, -0.261, -0.018, -0.015, -0.224, 0.916, -0.298, -0.290, -0.243, -0.406, 0.100, 0.808, -0.353, -0.221, -0.187, 0.086, 0.091, 0.079, 0.123, 0.113, 0.139, 0.161, 0.160, 0.092, 0.090, 0.114, 0.094, 0.109, 0.110, 0.100, -0.229, 0.749, -0.228, -0.313, -0.082, -0.255, -0.316, -0.076, -0.222, -0.303, -0.062, 0.107, 0.093, 0.065, 0.074, 0.084, 0.104, 0.114, 0.075, 0.076, 0.078, 0.109, 0.113, 0.077, 0.071, 0.083, -0.231, 0.747, -0.231, -0.310, -0.086, -0.255, -0.316, -0.075, -0.223, -0.305, -0.067, 0.093, 0.122, 0.065, 0.076, 0.083, 0.104, 0.114, 0.075, 0.077, 0.079, 0.108, 0.115, 0.076, 0.081, 0.082],
  "orbital_gap_ha": 0.2860,
  "smiles": "CC[C@@H](F)[C@]1(COC(C)=O)OS(=O)(=O)O[C@]1(N)P(=O)(O)O.CCOP(=O)(OCC)OCC.CCOP(=O)(OCC)OCC",
  "total_energy_ev": -99176.1573,
  "charge": 0,
  "homo_ev": -9.72
}

# 4
{
  "formula": "C32H55BN14O5P2",
  "method": "wB97M-V/def2-TZVPD",
  "symbols": ["C", "C", "C", "C", "C", "B", "C", "O", "N", "O", "P", "P", "O", "O", "O", "H", "H", "H", "H", "H", "H", "H", "H", "H", "H", "H", "H", "H", "H", "H", "H", "C", "C", "N", "H", "H", "H", "C", "C", "N", "H", "H", "H", "C", "C", "N", "H", "H", "H", "C", "C", "N", "H", "H", "H", "C", "C", "N", "H", "H", "H", "C", "C", "N", "H", "H", "H", "C", "C", "N", "H", "H", "H", "C", "C", "N", "H", "H", "H", "C", "C", "N", "H", "H", "H", "C", "C", "N", "H", "H", "H", "C", "C", "N", "H", "H", "H", "C", "C", "N", "H", "H", "H", "C", "C", "N", "H", "H", "H"],
  "xyz": [[-1.00, -2.53, -1.06], [-0.67, -1.42, 0.00], [-1.21, -0.04, -0.51], [-1.21, -1.79, 1.41], [-2.75, -2.03, 1.42], [-3.59, -0.93, 2.19], [-2.98, 0.05, 3.31], [-2.55, -0.64, 4.51], [-3.51, -1.55, 4.93], [-2.99, -2.51, 5.37], [-5.48, -0.84, 1.76], [-5.78, 0.67, 0.25], [-5.79, 1.98, 0.92], [-7.24, 0.43, -0.42], [-4.72, 0.60, -0.98], [-0.22, -2.45, -1.83], [-0.92, -3.50, -0.53], [-2.01, -2.41, -1.48], [0.43, -1.42, 0.10], [-1.94, -0.18, -1.32], [-0.34, 0.56, -0.83], [-1.71, 0.52, 0.30], [-0.85, -1.09, 2.17], [-0.73, -2.77, 1.63], [-2.98, -3.00, 1.91], [-3.19, -2.07, 0.40], [-3.64, 0.89, 3.59], [-2.06, 0.50, 2.89], [-5.77, -2.06, 1.09], [-7.16, 0.38, -1.39], [-4.42, -0.32, -1.06], [2.30, -5.25, -0.46], [2.26, -3.88, 0.05], [2.22, -2.80, 0.45], [1.41, -5.48, -1.04], [3.16, -5.41, -1.10], [2.35, -5.96, 0.35], [-4.69, 3.31, -4.81], [-4.59, 2.62, -3.53], [-4.51, 2.08, -2.51], [-5.58, 3.00, -5.36], [-4.75, 4.38, -4.68], [-3.83, 3.10, -5.44], [1.52, 3.97, -0.59], [1.51, 2.69, -1.28], [1.50, 1.68, -1.82], [1.26, 4.79, -1.26], [0.80, 3.99, 0.23], [2.50, 4.19, -0.17], [3.88, 6.63, 1.89], [2.91, 7.01, 0.87], [2.15, 7.31, 0.07], [4.73, 7.32, 1.91], [3.43, 6.63, 2.89], [4.28, 5.63, 1.72], [3.16, -0.05, -4.26], [3.15, -1.33, -4.95], [3.14, -2.35, -5.49], [2.88, 0.76, -4.93], [2.46, -0.04, -3.42], [4.15, 0.18, -3.86], [-3.27, 4.56, -0.58], [-1.98, 5.22, -0.41], [-0.96, 5.72, -0.29], [-3.90, 5.10, -1.28], [-3.15, 3.54, -0.96], [-3.81, 4.49, 0.37], [4.38, -8.60, 1.56], [3.38, -8.22, 0.58], [2.59, -7.93, -0.21], [5.21, -7.89, 1.58], [3.95, -8.63, 2.57], [4.80, -9.58, 1.35], [3.19, -5.54, -4.69], [3.99, -5.84, -3.52], [4.63, -6.08, -2.59], [3.16, -4.46, -4.88], [3.60, -6.01, -5.58], [2.16, -5.88, -4.57], [7.71, -5.18, -4.30], [6.87, -5.48, -5.45], [6.21, -5.73, -6.36], [8.53, -4.52, -4.57], [7.13, -4.69, -3.52], [8.13, -6.09, -3.87], [-1.11, 5.79, -3.91], [-1.97, 5.51, -5.06], [-2.64, 5.30, -5.97], [-0.28, 6.44, -4.18], [-1.67, 6.28, -3.11], [-0.70, 4.87, -3.50], [-3.53, 2.13, 6.76], [-2.73, 3.23, 7.26], [-2.09, 4.11, 7.65], [-4.16, 2.44, 5.93], [-2.90, 1.31, 6.41], [-4.18, 1.73, 7.54], [1.62, -2.19, 4.86], [1.53, -1.05, 3.96], [1.46, -0.16, 3.25], [2.57, -2.19, 5.40], [0.82, -2.18, 5.60], [1.55, -3.13, 4.32], [-0.30, 4.72, 5.03], [0.47, 5.45, 4.03], [1.07, 6.03, 3.23], [-1.16, 4.23, 4.58], [0.31, 3.95, 5.51], [-0.66, 5.38, 5.81]],
  "lowdin_charge": [-0.081, -0.402, -0.051, -0.191, -0.168, -0.519, -0.166, -0.137, -0.034, 0.072, 0.853, 0.230, -0.341, -0.179, -0.273, 0.079, 0.072, 0.061, 0.078, 0.062, 0.034, 0.073, 0.072, 0.103, 0.121, 0.077, 0.099, 0.115, -0.077, 0.073, 0.068, -0.105, -0.245, 0.145, 0.085, 0.022, 0.026, -0.081, -0.196, 0.149, 0.084, 0.066, 0.065, -0.090, -0.241, 0.142, 0.052, 0.063, 0.071, -0.095, -0.310, 0.135, 0.078, 0.046, 0.077, -0.077, -0.250, 0.136, 0.084, 0.044, 0.084, -0.063, -0.260, 0.153, 0.082, 0.056, 0.085, -0.060, -0.245, 0.148, 0.086, 0.083, 0.084, -0.071, -0.266, 0.133, 0.021, 0.068, 0.084, -0.078, -0.279, 0.138, 0.079, 0.071, 0.083, -0.064, -0.259, 0.135, 0.089, 0.069, 0.078, -0.064, -0.264, 0.140, 0.085, 0.066, 0.087, -0.067, -0.282, 0.141, 0.081, 0.079, 0.081, -0.088, -0.244, 0.160, 0.075, 0.083, 0.063],
  "orbital_gap_ha": 0.3114,
  "total_energy_ev": -84422.9286,
  "charge": 0,
  "homo_ev": -9.20
}

# 5
{
  "formula": "C39H36N12O4PSSm",
  "method": "wB97M-V/def2-TZVPD",
  "symbols": ["Sm", "C", "C", "N", "N", "C", "N", "S", "C", "C", "C", "C", "C", "N", "H", "H", "H", "H", "H", "H", "H", "H", "H", "C", "O", "C", "C", "C", "C", "C", "C", "N", "N", "C", "C", "C", "C", "O", "C", "N", "C", "C", "C", "C", "H", "H", "H", "H", "H", "H", "H", "H", "H", "H", "H", "H", "O", "C", "O", "C", "P", "C", "C", "C", "C", "C", "C", "C", "C", "C", "C", "C", "C", "H", "H", "H", "H", "H", "H", "H", "H", "H", "H", "H", "H", "N", "N", "N", "C", "N", "N", "H", "H", "H"],
  "xyz": [[-1.23, -0.79, -1.39], [-4.29, 0.99, -4.63], [-3.07, 0.53, -3.88], [-3.15, -0.18, -2.80], [-4.35, -0.44, -2.26], [-4.42, -1.51, -1.49], [-5.51, -1.65, -0.71], [-3.31, -2.81, -1.55], [-1.72, 0.76, -4.36], [-1.40, 1.82, -5.22], [-0.11, 1.96, -5.67], [0.84, 1.02, -5.29], [0.44, 0.00, -4.43], [-0.78, -0.12, -3.95], [-5.03, 0.20, -4.57], [-4.06, 1.20, -5.68], [-4.72, 1.88, -4.17], [-6.25, -0.97, -0.76], [-5.62, -2.49, -0.18], [-2.16, 2.54, -5.51], [0.17, 2.80, -6.29], [1.85, 1.06, -5.65], [1.15, -0.76, -4.12], [3.44, 3.66, 4.52], [2.90, 3.14, 5.72], [1.61, 2.69, 5.71], [1.23, 1.87, 6.78], [-0.04, 1.35, 6.86], [-0.97, 1.60, 5.84], [-0.59, 2.43, 4.78], [0.67, 2.99, 4.73], [-2.30, 1.26, 5.99], [-3.01, 0.78, 5.10], [-2.50, 0.18, 3.96], [-1.71, -0.95, 4.05], [-1.33, -1.68, 2.93], [-1.60, -1.22, 1.63], [-1.15, -1.80, 0.57], [-2.40, -0.02, 1.52], [-2.64, 0.45, 0.27], [-3.34, 1.55, 0.14], [-3.89, 2.26, 1.22], [-3.67, 1.80, 2.49], [-2.90, 0.64, 2.68], [4.47, 3.90, 4.74], [2.91, 4.57, 4.19], [3.40, 2.92, 3.72], [1.98, 1.66, 7.53], [-0.32, 0.73, 7.69], [-1.32, 2.69, 4.02], [0.91, 3.65, 3.90], [-1.43, -1.31, 5.03], [-0.77, -2.59, 3.06], [-3.49, 1.92, -0.87], [-4.46, 3.16, 1.04], [-4.06, 2.31, 3.36], [0.33, 3.31, -1.51], [0.50, 2.11, -1.45], [-0.38, 1.21, -1.30], [1.93, 1.52, -1.58], [1.70, -0.30, -1.37], [3.42, -0.86, -1.80], [3.96, -0.39, -3.00], [5.20, -0.81, -3.43], [5.93, -1.73, -2.70], [5.40, -2.21, -1.51], [4.16, -1.78, -1.07], [1.72, -0.48, 0.46], [1.69, -1.79, 0.95], [1.71, -2.03, 2.31], [1.71, -0.98, 3.20], [1.66, 0.32, 2.73], [1.68, 0.58, 1.37], [2.64, 1.94, -0.86], [2.31, 1.75, -2.57], [3.42, 0.32, -3.60], [5.61, -0.42, -4.36], [6.90, -2.07, -3.04], [5.95, -2.93, -0.92], [3.78, -2.18, -0.14], [1.66, -2.61, 0.25], [1.73, -3.05, 2.67], [1.70, -1.16, 4.27], [1.59, 1.14, 3.43], [1.67, 1.60, 1.02], [0.87, -5.04, -4.44], [0.38, -4.44, -3.33], [0.06, -5.11, -2.26], [-0.28, -4.15, -1.41], [-0.14, -2.95, -1.97], [0.28, -3.15, -3.19], [0.58, -6.01, -4.48], [0.68, -4.51, -5.28], [-0.63, -4.31, -0.42]],
  "mulliken_spin": [5.053, 0.000, 0.006, -0.010, 0.000, 0.001, -0.001, -0.008, 0.003, -0.001, 0.001, 0.000, -0.002, 0.006, 0.000, 0.000, 0.000, 0.000, 0.000, 0.000, 0.000, 0.000, -0.001, 0.000, 0.000, 0.000, 0.000, 0.000, 0.000, 0.000, 0.000, 0.000, 0.000, -0.001, 0.001, -0.005, -0.018, -0.014, 0.010, -0.009, 0.000, 0.000, 0.001, 0.002, 0.000, 0.000, 0.000, 0.000, 0.000, 0.000, 0.000, 0.000, 0.000, 0.000, 0.000, 0.000, 0.000, 0.000, -0.007, -0.002, 0.001, 0.000, -0.001, 0.000, -0.001, 0.000, -0.001, 0.003, -0.001, 0.000, 0.001, 0.000, 0.000, 0.000, -0.001, 0.000, 0.000, 0.000, 0.000, 0.000, 0.000, 0.000, 0.000, 0.000, 0.000, 0.000, 0.001, 0.000, 0.002, -0.004, -0.001, 0.000, 0.000, 0.000],
  "orbital_gap_ha": [0.2437, 0.2436],
  "total_energy_ev": -105127.4531,
  "charge": 0,
  "multiplicity": 6,
  "s_squared": 8.757,
  "homo_ev": [-6.78, -6.78],
  "e_above_lowest_kcal_mol": 4.01
}